Record 1
The following is a quantum chemistry calculation of one molecule with the formula C5H8OS2, from the Open Molecules 2025 dataset.

Cartesian coordinates (Å):
C (-0.84, 1.40, -0.65)
C (-1.17, 2.20, -1.67)
C (0.25, 0.29, 1.50)
C (0.55, -0.55, 0.29)
C (0.81, -2.05, 0.63)
O (-0.48, -0.67, -2.18)
S (-0.31, 1.97, 0.97)
S (-0.92, -0.39, -0.81)
H (-1.65, 1.81, -2.57)
H (-0.97, 3.26, -1.81)
H (-0.69, -0.04, 2.15)
H (1.10, 0.34, 2.12)
H (1.54, -0.22, -0.11)
H (0.30, -2.49, 1.53)
H (1.93, -2.06, 0.68)
H (0.54, -2.78, -0.07)

## Properties
- Electronic energy: -29030.4995 eV
- E_LUMO: 0.596 eV
- Energy above the lowest of the compared OMol25 structures with the same formula, charge and spin: 210.5 kJ/mol
- Frontier orbital gap: 9.27 eV



Record 2
The following is a quantum chemistry calculation of a 2-piece molecular cluster, C8H17O4 overall, from the Open Molecules 2025 dataset.

Cartesian coordinates (Å):
O (4.50, -1.20, -1.11)
C (3.80, -1.81, -0.34)
C (2.50, -1.31, 0.21)
O (2.17, -0.06, -0.30)
C (1.01, 0.51, 0.23)
C (0.95, 1.98, -0.08)
O (0.76, 2.29, -1.45)
C (1.94, 2.39, -2.21)
H (2.60, -1.29, 1.32)
H (4.06, -2.83, -0.01)
H (1.73, -2.07, -0.02)
H (0.94, 0.36, 1.32)
H (0.09, 2.41, 0.46)
H (1.86, 2.48, 0.30)
H (1.65, 2.79, -3.20)
H (2.66, 3.08, -1.74)
H (2.42, 1.41, -2.35)
H (-0.10, -0.14, -0.10)
C (-4.43, -0.14, 1.85)
O (-3.54, -0.07, 0.77)
C (-2.76, -1.24, 0.63)
C (-1.75, -1.07, -0.45)
H (-5.01, 0.80, 1.86)
H (-5.13, -0.99, 1.74)
H (-3.89, -0.23, 2.80)
H (-3.43, -2.10, 0.41)
H (-2.26, -1.49, 1.59)
H (-1.28, -1.99, -0.80)
H (-2.06, -0.45, -1.30)

## Properties
- Electronic energy: -16756.6467 eV
- E_LUMO (alpha / beta): 0.753 / -0.110 eV
- Energy above the lowest of the compared OMol25 structures with the same formula, charge and spin: 8.0 kJ/mol
- Multiplicity: 2
- Frontier orbital gap (alpha / beta): 8.86 / 9.46 eV



Record 3
The following is a quantum chemistry calculation of C23H22AuBrN4O2S as an isolated structure, from the Open Molecules 2025 dataset.

Cartesian coordinates (Å):
Au (0.03, 0.52, -0.71)
O (-3.71, -2.28, -1.32)
C (-3.86, -2.61, -0.02)
C (-4.87, -3.52, 0.29)
C (-5.06, -3.95, 1.59)
C (-4.25, -3.49, 2.62)
C (-3.28, -2.55, 2.33)
C (-3.08, -2.09, 1.02)
C (-2.13, -0.94, 0.71)
O (-1.42, -1.11, -0.42)
N (-1.16, -0.80, 1.91)
N (-0.02, -1.23, 1.89)
C (0.22, -2.35, 1.06)
C (1.44, -2.58, 0.54)
Br (2.63, -1.15, 0.45)
C (1.72, -3.92, 0.09)
C (2.81, -4.44, -0.57)
C (3.70, -3.69, -1.41)
C (4.73, -4.33, -2.05)
C (4.93, -5.70, -1.84)
C (4.08, -6.46, -1.03)
C (3.02, -5.85, -0.43)
H (-2.90, -1.75, -1.42)
H (-5.48, -3.88, -0.53)
H (-5.85, -4.66, 1.80)
H (-4.39, -3.84, 3.63)
H (-2.68, -2.17, 3.15)
H (-2.67, 0.02, 0.76)
H (-1.33, -0.09, 2.63)
H (-0.58, -3.07, 0.93)
H (0.96, -4.64, 0.38)
H (3.51, -2.65, -1.61)
H (5.38, -3.78, -2.71)
H (5.76, -6.19, -2.35)
H (4.26, -7.52, -0.90)
H (2.35, -6.43, 0.20)
N (0.36, 3.92, -1.63)
C (0.39, 3.89, -0.31)
S (0.58, 2.41, 0.58)
N (0.26, 5.01, 0.39)
C (0.34, 6.38, -0.05)
C (1.12, 6.77, -1.13)
C (1.19, 8.11, -1.47)
C (0.49, 9.06, -0.73)
C (-0.28, 8.66, 0.35)
C (-0.35, 7.31, 0.70)
H (0.45, 3.06, -2.14)
H (0.17, 4.77, -2.13)
H (0.13, 4.88, 1.39)
H (1.73, 6.06, -1.67)
H (1.81, 8.42, -2.30)
H (0.55, 10.10, -0.99)
H (-0.81, 9.39, 0.94)
H (-0.95, 7.00, 1.54)

## Properties
- Electronic energy: -118815.5155 eV
- E_LUMO: -9.015 eV
- Charge: +2
- Energy above the lowest of the compared OMol25 structures with the same formula, charge and spin: 80.4 kJ/mol
- Frontier orbital gap: 4.14 eV



Record 4
The following is a quantum chemistry calculation of a 2-piece molecular cluster, C29H54BF3N3O6S overall, from the Open Molecules 2025 dataset.

Cartesian coordinates (Å):
C (0.07, -3.22, 3.19)
C (1.15, -2.68, 4.13)
C (1.75, -1.36, 3.61)
C (2.40, -0.50, 4.70)
C (3.84, -0.11, 4.38)
C (3.92, 1.06, 3.39)
C (4.93, 0.82, 2.27)
C (5.11, 2.06, 1.39)
C (4.24, 2.04, 0.14)
C (4.68, 1.01, -0.88)
C (3.66, 0.76, -2.00)
C (2.89, -0.57, -1.96)
C (2.67, -1.21, -0.60)
C (1.77, -0.46, 0.40)
C (0.77, 0.52, -0.19)
C (-0.10, 1.09, 0.92)
C (-1.15, 0.04, 1.39)
C (-2.60, 0.56, 1.40)
C (-3.59, -0.06, 0.41)
C (-4.01, -1.46, 0.87)
F (-4.92, -1.36, 1.86)
F (-2.94, -2.15, 1.35)
F (-4.52, -2.18, -0.17)
C (-4.82, 0.92, 0.35)
S (-6.34, 0.22, -0.44)
N (-4.56, 2.16, -0.32)
B (-4.63, 3.39, 0.46)
C (-5.83, 3.67, 1.43)
O (-3.65, 4.35, 0.36)
C (-3.72, 2.15, -1.51)
C (-2.59, 1.14, -1.51)
O (-2.16, 0.92, -2.84)
C (-0.98, 1.42, -3.09)
N (0.07, 1.90, -3.31)
N (-3.10, -0.15, -1.00)
O (-2.14, -1.16, -1.20)
H (0.19, -4.27, 2.97)
H (0.11, -2.68, 2.24)
H (-0.91, -3.04, 3.62)
H (0.79, -2.50, 5.13)
H (1.96, -3.40, 4.18)
H (2.46, -1.58, 2.82)
H (0.93, -0.79, 3.17)
H (2.41, -1.08, 5.62)
H (1.84, 0.41, 4.85)
H (4.36, -0.98, 3.99)
H (4.30, 0.19, 5.31)
H (4.23, 1.95, 3.92)
H (2.93, 1.28, 3.00)
H (4.59, -0.04, 1.69)
H (5.88, 0.55, 2.72)
H (4.81, 2.90, 2.00)
H (6.15, 2.23, 1.12)
H (4.34, 3.02, -0.32)
H (3.19, 1.94, 0.41)
H (5.56, 1.44, -1.35)
H (5.02, 0.09, -0.41)
H (3.01, 1.63, -2.07)
H (4.22, 0.76, -2.93)
H (3.44, -1.28, -2.57)
H (1.94, -0.42, -2.47)
H (3.60, -1.45, -0.12)
H (2.18, -2.17, -0.79)
H (1.19, -1.22, 0.92)
H (2.36, 0.01, 1.17)
H (0.18, -0.01, -0.94)
H (1.30, 1.34, -0.65)
H (-0.62, 1.99, 0.60)
H (0.52, 1.35, 1.77)
H (-0.90, -0.19, 2.42)
H (-1.02, -0.89, 0.87)
H (-3.03, 0.38, 2.38)
H (-2.57, 1.63, 1.30)
H (-5.04, 1.12, 1.38)
H (-6.82, -0.61, 0.49)
H (-5.72, 2.99, 2.27)
H (-5.72, 4.66, 1.86)
H (-6.79, 3.53, 0.97)
H (-2.76, 3.97, 0.42)
H (-3.29, 3.12, -1.70)
H (-4.33, 1.93, -2.39)
H (-1.75, 1.51, -0.93)
H (-3.93, -0.39, -1.56)
H (-2.52, -1.82, -1.79)
C (-1.53, -1.91, -6.87)
C (-0.80, -2.73, -5.84)
C (-0.94, -2.27, -4.41)
O (0.26, -2.73, -3.81)
C (1.21, -2.78, -4.79)
O (2.36, -2.93, -4.60)
O (0.63, -2.61, -6.01)
H (-1.09, -2.04, -7.86)
H (-2.58, -2.20, -6.92)
H (-1.49, -0.84, -6.64)
H (-1.06, -3.78, -5.94)
H (-1.82, -2.69, -3.91)
H (-0.97, -1.17, -4.33)

## Properties
- Electronic energy: -67361.0389 eV
- E_LUMO: -3.301 eV
- Charge: +1
- Energy above the lowest of the compared OMol25 structures with the same formula, charge and spin: 40.6 kJ/mol
- Frontier orbital gap: 8.92 eV



Record 5
The following is a quantum chemistry calculation of a 2-piece molecular cluster, C5H9NO overall, from the Open Molecules 2025 dataset.

Cartesian coordinates (Å):
C (1.20, 1.35, -0.01)
C (-0.04, 0.94, -0.69)
N (0.04, 0.77, -2.13)
C (-0.32, -0.37, -1.31)
C (-0.19, -1.80, 1.71)
C (-1.28, -1.13, 1.75)
O (-2.15, -0.37, 1.74)
H (2.05, 0.82, -0.47)
H (1.41, 2.42, -0.06)
H (1.15, 1.06, 1.04)
H (-0.94, 1.43, -0.33)
H (-0.83, 1.07, -2.57)
H (-1.31, -0.82, -1.34)
H (0.50, -1.10, -1.28)
H (0.30, -2.02, 0.79)
H (-0.21, -2.28, 2.81)

## Properties
- Electronic energy: -8865.7170 eV
- E_LUMO: 0.853 eV
- Energy above the lowest of the compared OMol25 structures with the same formula, charge and spin: 337.3 kJ/mol
- SMILES string: C[C@@H]1CN1.C=C=O
- Frontier orbital gap: 10.35 eV



Record 6
The following is a quantum chemistry calculation of one molecule with the formula C5H7N, from the Open Molecules 2025 dataset.

Cartesian coordinates (Å):
C (-1.32, -0.87, 0.60)
C (-0.98, 0.22, -0.38)
N (-0.46, 1.53, 0.01)
C (0.38, 0.64, -0.81)
C (1.61, 0.09, -0.28)
C (2.71, -0.30, 0.05)
H (-0.66, -0.89, 1.47)
H (-2.35, -0.73, 0.95)
H (-1.27, -1.85, 0.12)
H (-1.72, 0.31, -1.18)
H (-0.11, 1.50, 0.96)
H (0.49, 0.98, -1.84)
H (3.69, -0.63, 0.33)

## Properties
- Electronic energy: -6785.6204 eV
- E_LUMO: 1.111 eV
- Energy above the lowest of the compared OMol25 structures with the same formula, charge and spin: 279.1 kJ/mol
- SMILES string: C#C[C@@H]1N[C@@H]1C
- Frontier orbital gap: 10.30 eV



Record 7
The following is a quantum chemistry calculation of a 3-piece molecular cluster, H7O3 overall, from the Open Molecules 2025 dataset.

Cartesian coordinates (Å):
O (1.85, 1.11, 0.46)
H (2.35, 1.70, -0.14)
H (2.36, 1.16, 1.28)
O (-2.13, -0.62, 0.23)
H (-2.41, -0.21, 1.05)
H (-2.91, -1.01, -0.20)
O (0.30, -0.53, -0.69)
H (-0.65, -0.73, -0.34)
H (0.24, -0.34, -1.63)
H (0.89, 0.04, -0.05)

## Properties
- Electronic energy: -6249.1906 eV
- E_LUMO: -3.642 eV
- Charge: +1
- Energy above the lowest of the compared OMol25 structures with the same formula, charge and spin: 22.2 kJ/mol
- Frontier orbital gap: 13.53 eV



Record 8
The following is a quantum chemistry calculation of a 2-piece molecular cluster, C5H8N2S overall, from the Open Molecules 2025 dataset.

Cartesian coordinates (Å):
C (1.14, 2.37, -0.04)
C (0.64, 2.46, 1.24)
C (0.29, 0.28, 0.32)
C (-0.80, 0.85, 2.39)
C (-0.70, -3.43, -2.20)
N (0.86, 1.09, -0.53)
N (0.04, 1.23, 1.47)
S (-0.79, -2.51, -0.72)
H (1.71, 3.23, -0.37)
H (0.76, 3.33, 1.92)
H (-1.05, -0.20, 2.32)
H (-1.23, 1.43, 3.27)
H (-1.29, -4.19, -1.92)
H (0.24, -3.78, -2.56)
H (-1.06, -3.15, -3.14)
H (1.25, 1.00, -1.47)

## Properties
- Electronic energy: -19105.9205 eV
- E_LUMO (alpha / beta): -11.745 / -11.802 eV
- Charge: +2
- Energy above the lowest of the compared OMol25 structures with the same formula, charge and spin: 321.4 kJ/mol
- Frontier orbital gap (alpha / beta): 6.17 / 6.13 eV



Among the records above, which one has the highest energy above the lowest of the compared OMol25 structures with the same formula, charge and spin?
C5H9NO



What did the sixth record say?
The following is a quantum chemistry calculation of one molecule with the formula C5H7N, from the Open Molecules 2025 dataset.

Cartesian coordinates (Å):
C (-1.32, -0.87, 0.60)
C (-0.98, 0.22, -0.38)
N (-0.46, 1.53, 0.01)
C (0.38, 0.64, -0.81)
C (1.61, 0.09, -0.28)
C (2.71, -0.30, 0.05)
H (-0.66, -0.89, 1.47)
H (-2.35, -0.73, 0.95)
H (-1.27, -1.85, 0.12)
H (-1.72, 0.31, -1.18)
H (-0.11, 1.50, 0.96)
H (0.49, 0.98, -1.84)
H (3.69, -0.63, 0.33)

## Properties
- Electronic energy: -6785.6204 eV
- E_LUMO: 1.111 eV
- Energy above the lowest of the compared OMol25 structures with the same formula, charge and spin: 279.1 kJ/mol
- SMILES string: C#C[C@@H]1N[C@@H]1C
- Frontier orbital gap: 10.30 eV



Among the records above, which one has the lowest electronic energy?
C23H22AuBrN4O2S